(1)
DFT (wB97M-V/def2-TZVPD) results for 21 unconnected molecules or ions with the total composition C67H112Cl6O54 in a non-equilibrium geometry.

Structure (ORCA input):
```
! wB97M-V def2-TZVPD RIJCOSX def2/J DEFGRID3
* xyz 0 1
Cl 3.805 -6.804 -5.113
Cl 5.119 1.479 6.515
Cl 2.356 5.744 1.019
Cl 2.470 -4.311 -3.680
Cl 7.349 2.369 3.947
Cl 3.149 4.341 -1.929
O -1.617 -3.073 7.079
O -1.808 -5.667 -8.405
O 1.280 0.330 8.507
O 3.404 3.477 -6.329
O 3.961 0.285 -1.187
O 2.916 -0.862 7.538
O -5.394 2.838 -3.147
O -2.056 -4.627 2.752
O -2.575 1.601 1.655
O 5.058 0.594 -3.134
O -3.236 -0.406 2.647
O 0.369 0.536 -0.622
O 0.142 5.145 -4.615
O 3.429 -1.380 4.513
O -1.152 -1.460 5.450
O 1.263 -1.955 8.755
O 3.849 -5.884 3.974
O 0.557 -1.422 0.473
O -2.541 2.454 6.325
O -0.084 5.119 4.575
O -7.252 4.134 -3.223
O -1.683 3.895 7.550
O 0.302 3.513 3.161
O -3.764 5.608 0.508
O 2.812 -6.300 1.956
O -1.491 -6.232 1.370
O -3.004 -0.308 0.521
O -3.863 -4.160 -1.156
O 2.046 4.531 4.297
O 4.624 -0.755 2.628
O -2.757 -5.398 -2.595
O 0.228 -3.287 5.906
O 3.342 -4.179 2.768
O -0.889 -4.647 -6.631
O -1.602 4.993 -0.318
O 5.659 -1.535 4.298
O -6.250 3.850 -5.088
O 0.729 0.636 -6.768
O 4.625 4.190 -8.071
O 0.095 6.491 -6.529
O -2.799 -3.924 -7.685
O 1.952 0.829 -4.854
O -3.229 3.528 -0.394
O 0.865 7.316 -4.623
O -4.372 -0.064 -2.755
O 1.057 -1.107 -5.534
O -3.452 2.750 8.353
O -3.695 -6.109 1.896
O 0.654 0.621 1.558
O -3.423 -0.365 -4.709
O -1.777 -3.660 -1.795
O 5.139 4.732 -6.011
O 3.837 -1.170 -3.028
O -5.703 -0.481 -4.514
C -0.870 -2.544 6.081
C 6.677 -1.269 3.375
C 1.339 0.147 -5.665
C -1.593 -5.301 -3.413
C 5.342 3.175 5.821
C 3.641 -7.176 4.523
C -2.184 2.883 -1.192
C -0.276 3.909 -5.320
C 5.728 3.092 4.360
C 3.316 4.297 0.801
C -8.844 4.478 -1.422
C -5.254 3.439 -5.885
C 2.896 -3.513 1.631
C 0.932 0.151 2.830
C -0.829 -4.089 7.709
C -3.289 -3.122 -6.615
C 5.945 -0.728 2.188
C 4.486 -1.188 3.899
C 0.848 4.372 3.992
C -4.453 -0.282 -4.041
C -1.125 3.719 3.178
C -3.253 1.282 6.029
C -1.014 3.769 -0.744
C -1.827 3.915 -5.443
C -3.562 -1.734 2.291
C 5.458 -0.189 -4.241
C -4.276 -3.923 -5.776
C -0.685 -6.504 -8.542
C 0.666 0.086 -1.960
C 0.271 -4.422 6.762
C 1.672 1.579 7.930
C -0.752 -4.281 -2.606
C 3.690 -2.100 7.366
C -0.034 -0.392 -7.354
C 4.221 -0.084 -2.345
C -5.645 -0.020 -2.200
C -2.548 -5.647 1.962
C 1.779 -0.921 8.271
C 2.875 3.438 -0.387
C -2.630 3.031 7.523
C 1.643 7.047 -3.468
C -3.389 -1.692 0.753
C 4.342 -1.129 -4.314
C 3.301 -5.554 2.808
C 3.302 3.825 -4.989
C 0.869 1.735 6.647
C 2.047 -4.742 -5.296
C -1.767 -4.738 -7.484
C 0.421 -1.639 -6.622
C -7.373 4.308 -1.837
C 2.690 -7.056 5.727
C -2.951 4.817 -0.059
C -1.306 4.984 3.900
C 4.461 4.102 -6.880
C -2.329 5.493 9.224
C 0.586 -0.181 0.436
C 4.670 4.584 -4.693
C -6.605 -0.204 -3.397
C -1.278 4.473 8.729
C -6.186 3.527 -3.754
C -0.671 -4.459 2.566
C -0.552 -0.153 -2.850
C 3.102 -5.494 -6.035
C -0.281 -5.770 1.912
C 0.341 6.275 -5.353
C -2.987 0.399 1.625
C -2.896 -4.398 -1.790
H -7.227 -1.093 -3.497
H 1.813 3.225 -0.264
H -1.004 -6.216 -3.480
H 3.237 3.783 1.759
H -3.078 0.889 5.028
H -3.968 -4.580 -4.963
H -1.955 6.516 9.178
H 4.693 -2.126 -4.579
H 2.978 -6.279 6.435
H -4.300 3.559 -5.372
H -1.322 5.817 3.197
H 0.338 3.872 -6.220
H 4.587 -1.833 6.807
H -0.936 -7.372 -9.152
H -2.612 5.222 10.241
H 3.730 -2.566 8.351
H 4.348 5.539 -4.280
H -2.231 4.898 4.471
H 0.174 -0.351 -8.423
H -2.273 4.792 -5.911
H 4.371 4.548 0.699
H 0.015 -5.236 6.083
H -1.631 2.982 3.802
H 1.137 -5.342 -5.301
H -1.097 -0.259 -7.155
H 0.016 3.069 -4.688
H -2.916 -2.495 2.727
H 1.028 2.798 6.469
H -2.289 3.856 -4.457
H -6.681 5.026 -1.396
H 1.076 -2.208 -7.282
H -2.760 -2.505 0.390
H -4.867 -4.492 -6.493
H 6.394 -0.730 -4.105
H 1.834 -3.821 -5.838
H -0.050 -4.239 3.434
H 1.189 -4.617 7.317
H 3.901 -4.844 -6.390
H -9.122 5.488 -1.726
H 2.689 1.614 7.541
H -0.394 -6.938 -7.585
H 2.963 2.998 -4.365
H 6.235 0.304 1.990
H -3.809 -2.267 -7.047
H -4.301 1.510 6.223
H -2.489 -2.692 -6.012
H -3.295 5.563 8.725
H 1.277 0.970 3.462
H 2.579 -8.002 6.257
H 1.221 0.918 -2.394
H 2.586 7.019 -4.014
H -0.305 4.938 8.572
H 1.608 2.376 8.671
H -0.136 1.400 6.906
H 7.237 -2.170 3.126
H -0.547 -3.605 1.900
H 5.262 3.955 -4.028
H -1.373 -0.506 -2.226
H -4.593 -1.848 2.624
H 1.607 7.797 -2.678
H 5.942 -1.325 1.275
H -5.289 4.040 -6.794
H -1.544 -4.911 7.749
H -9.560 3.711 -1.716
H 4.374 3.674 5.873
H 2.955 -2.425 1.621
H 1.527 6.068 -3.003
H 4.651 -7.535 4.723
H -4.335 -1.790 0.220
H -2.002 1.866 -0.846
H -2.205 3.095 -6.053
H -7.077 3.429 -1.264
H -5.737 0.874 -1.582
H 1.658 -6.735 5.581
H 5.683 4.107 3.965
H -0.452 -0.872 -3.664
H 1.424 -0.818 2.902
H -0.377 4.078 -1.573
H -0.447 3.364 0.093
H -1.126 3.681 9.462
H 2.782 -5.814 -7.027
H -7.092 0.717 -3.718
H 1.258 -0.826 -1.896
H -8.889 4.361 -0.340
H 3.388 -7.938 3.786
H 1.248 1.259 5.743
H -0.429 -3.832 8.690
H 3.249 -2.895 6.763
H -5.859 -0.879 -1.564
H 0.419 -5.622 1.090
H 5.068 2.481 3.745
H -0.410 -2.240 -6.251
H -5.475 2.419 -6.199
H 3.656 -0.742 -5.068
H -0.797 0.826 -3.261
H -4.963 -3.185 -5.361
H -2.483 2.846 -2.239
H 5.549 0.373 -5.170
H 5.978 3.772 6.474
H -1.818 -4.926 -4.412
H -0.026 -0.172 3.237
H 1.814 -3.622 1.561
H -1.611 3.851 2.212
H 0.083 -6.427 2.703
H 2.490 4.546 -4.894
H 3.442 2.508 -0.416
H -0.082 -4.915 -2.025
H 7.449 -0.553 3.657
H 0.183 -5.969 -8.927
H -2.942 0.448 6.658
H 3.283 -3.893 0.685
H -0.105 -3.637 -3.201
*
```

Frontier orbital gap in eV: 9.922
Max |F| in eV Å⁻¹: 6.04
Lowest unoccupied orbital energy in hartree: -0.0085



(2)
DFT (wB97M-V/def2-TZVPD) results for 5 unconnected molecules or ions with the total composition C10H20Br10 in a non-equilibrium geometry.

Structure (ORCA input):
```
! wB97M-V def2-TZVPD RIJCOSX def2/J DEFGRID3
* xyz 0 1
Br -0.138 2.705 6.875
Br 3.555 3.399 6.582
Br -1.770 2.415 -1.561
Br -0.625 -10.270 -2.028
Br 5.937 -3.734 -3.471
Br 8.357 -5.702 -5.499
Br 0.708 -8.125 0.376
Br 1.121 -0.244 1.043
Br -6.701 8.683 -3.765
Br -9.650 8.377 -0.073
C 0.275 0.446 -0.648
C 6.883 -5.441 -3.104
C -0.398 1.787 -0.269
C 0.985 4.369 7.242
C 6.909 -6.280 -4.381
C -0.425 -8.277 -2.250
C -7.235 8.333 -1.826
C -0.700 -7.572 -0.958
C -8.621 9.069 -1.708
C 2.286 4.000 7.918
H -0.994 1.590 0.622
H -6.457 8.686 -1.149
H -0.782 -6.487 -1.023
H -7.259 7.244 -1.861
H 6.203 -5.857 -2.360
H 1.011 4.979 6.339
H 0.534 4.836 8.117
H -1.214 -7.997 -2.948
H 2.041 3.303 8.719
H -1.630 -7.841 -0.458
H -8.392 10.092 -1.411
H 1.061 0.755 -1.338
H 0.315 2.576 -0.029
H -0.348 -0.359 -1.039
H 7.915 -5.299 -2.783
H 7.126 -7.335 -4.211
H 6.029 -6.372 -5.018
H 2.696 4.837 8.483
H -9.220 8.834 -2.587
H 0.609 -8.124 -2.562
*
```

Frontier orbital gap in eV: 10.360
Max |F| in eV Å⁻¹: 2.56
Lowest unoccupied orbital energy in hartree: 0.0114
Relative energy (zero: lowest compared OMol25 entry of this formula, charge and spin) in eV: 2.185
SMILES: BrCCBr.BrCCBr.BrCCBr.BrCCBr.BrCCBr



Question: Which value of lowest unoccupied orbital energy does entry 1 give?
Answer: -0.0085 hartree



Question: Number 2 is which compound?
Answer: C10H20Br10